The following is a quantum chemistry calculation of C20H33AsN6OS2SiV as an isolated structure, from OMol25.

Its net charge is +1. Its energy above the lowest of the compared OMol25 structures with the same formula, charge and spin is 373.1 kJ/mol. The value obtained for the highest occupied orbital energy (alpha / beta) is -10.8 / -10.4 eV. The strongest force on any atom is 0.243 eV Å⁻¹. Its spin multiplicity is 3. The total energy comes out at -148332.8581 eV. As for the expectation value of S²: 2.116. The LUMO energy (alpha / beta) is -0.104 / -0.084 Eh.

```
65
C20H33AsN6OS2SiV | OMol25 | ωB97M-V with the def2-TZVPD basis set
V -0.720 0.214 0.497
C -3.551 -3.638 2.715
As -1.940 -2.667 2.347
C -0.833 -2.776 3.910
C -1.020 -3.558 0.920
S -2.475 -0.646 1.910
H -3.301 -4.661 2.992
H -4.177 -3.632 1.825
H -4.074 -3.147 3.532
H -0.637 -3.822 4.145
H -1.354 -2.296 4.735
H 0.101 -2.255 3.712
H -0.897 -4.607 1.188
H -0.044 -3.095 0.785
H -1.594 -3.469 -0.001
S 1.211 -0.441 1.741
C 2.655 0.278 1.088
N 2.782 0.643 -0.171
C 3.977 1.298 -0.717
C 4.747 1.979 0.398
C 4.968 0.995 1.533
N 3.677 0.430 1.926
H 1.990 0.576 -0.800
H 3.631 2.006 -1.466
H 4.591 0.549 -1.221
H 4.187 2.841 0.764
H 5.704 2.334 0.021
H 5.399 1.481 2.406
H 5.641 0.192 1.224
H 3.519 0.149 2.879
N -3.373 1.685 -2.615
C -2.118 1.287 -2.413
O -2.072 0.299 -1.495
C -1.038 1.839 -3.072
C 0.331 1.574 -2.805
N 1.464 1.441 -2.648
C -1.349 2.863 -4.012
N -1.703 3.682 -4.739
H -4.123 1.226 -2.128
H -3.569 2.475 -3.209
C -1.870 3.758 -0.054
Si -0.616 2.717 0.889
C 1.094 3.464 0.633
C -1.024 2.817 2.728
N -0.773 -0.323 -1.343
C -0.723 -1.576 -1.975
C -1.815 -2.205 -2.563
C -1.658 -3.472 -3.113
C -0.432 -4.117 -3.080
C 0.660 -3.473 -2.509
C 0.524 -2.207 -1.969
H -1.891 4.762 0.378
H -2.881 3.353 0.014
H -1.612 3.863 -1.109
H 1.056 4.535 0.849
H 1.457 3.342 -0.390
H 1.814 3.012 1.320
H -0.924 3.851 3.070
H -0.351 2.199 3.327
H -2.046 2.495 2.936
H -2.779 -1.717 -2.590
H -2.509 -3.955 -3.574
H -0.321 -5.101 -3.514
H 1.629 -3.955 -2.500
H 1.378 -1.692 -1.545
```